Record 1
This record from OMol25 describes C43H60BaCl3GeN5O5SSi3 as an isolated structure in a non-equilibrium geometry. The level of theory is ωB97M-V/def2-TZVPD.

XYZ file:
```
122
Properties=species:S:1:pos:R:3:forces:R:3
Ba -0.113177 1.272792 -0.163437 0.981 0.658 1.232
Cl -1.831878 2.746396 2.414689 0.011 0.020 -0.028
C -0.900632 3.954415 3.271549 -0.109 -0.068 0.010
C -1.631227 4.811575 4.075459 0.052 -0.002 0.002
C -0.978819 5.784632 4.813008 0.028 -0.011 -0.022
C 0.401314 5.871606 4.726141 -0.020 -0.001 0.015
C 1.102203 5.000856 3.911675 0.099 0.071 0.059
Cl 2.836534 5.190910 3.883460 -0.029 -0.010 -0.003
C 0.499943 3.995469 3.128852 -0.008 -0.148 -0.094
S 1.410927 2.930262 2.107335 -0.005 0.223 0.178
H -2.706048 4.706213 4.115899 -0.022 -0.006 -0.001
H -1.535860 6.462684 5.444726 -0.004 0.011 0.009
H 0.948292 6.615018 5.288968 0.010 0.011 0.008
C -6.076441 -1.214171 -3.190502 0.032 0.002 -0.018
O -5.315699 -2.107303 -4.009707 0.076 -0.019 -0.050
C -4.495614 -1.509906 -4.939002 -0.023 0.019 -0.022
C -4.760188 -1.677604 -6.286143 0.004 0.026 0.013
C -3.918941 -1.115268 -7.237076 0.000 -0.003 0.041
C -2.804543 -0.399028 -6.828234 -0.018 0.014 0.042
C -2.518558 -0.250581 -5.478292 0.043 -0.050 -0.040
C -3.362175 -0.800283 -4.517933 -0.064 -0.046 0.014
N -3.109116 -0.766642 -3.143782 -0.175 -0.076 0.075
C -2.545905 0.225746 -2.367613 -0.206 0.119 -0.026
N -2.548270 1.450662 -2.951327 0.044 0.076 0.081
C -2.371379 2.790856 -2.425676 -0.111 -0.194 -0.164
C -1.479791 3.130794 -1.422980 -0.430 0.358 -0.466
C -1.428095 4.504590 -1.113068 -0.028 -0.060 -0.031
C -2.178577 5.461187 -1.774197 -0.058 -0.031 -0.032
C -3.063503 5.077813 -2.782667 0.037 -0.065 0.013
C -3.163776 3.735129 -3.102319 -0.061 0.076 -0.047
O -4.012595 3.240641 -4.080233 0.070 -0.002 0.045
C -4.693924 4.170467 -4.890111 0.030 0.018 0.058
N -2.138932 -0.025568 -1.157670 -0.577 -0.337 -0.426
C -2.196840 -1.365796 -0.689570 -0.120 0.207 -0.110
C -2.954212 -1.637701 0.441954 0.040 0.036 0.130
C -3.030862 -2.913607 0.985924 0.061 0.034 -0.017
C -2.334924 -3.946104 0.384100 -0.017 0.015 -0.023
C -1.564166 -3.706936 -0.748030 0.066 0.096 -0.015
C -1.480337 -2.425051 -1.288934 0.076 -0.077 -0.007
O -0.760569 -2.107022 -2.385660 -0.078 0.055 0.018
C -0.043765 -3.125210 -3.061607 0.005 -0.015 0.081
H -7.134492 -1.415746 -3.360835 -0.013 0.021 0.005
H -5.859858 -0.174716 -3.438064 -0.004 0.018 0.020
H -5.838383 -1.388723 -2.140823 0.003 0.003 -0.003
H -5.635093 -2.248010 -6.568023 -0.015 -0.009 -0.017
H -4.131845 -1.242842 -8.289557 -0.001 -0.004 -0.022
H -2.130534 0.026887 -7.558655 0.008 0.011 -0.022
H -1.615187 0.255102 -5.165729 0.009 0.027 0.043
H -3.347263 -1.611875 -2.644480 0.047 0.058 -0.039
H -3.102958 1.473781 -3.794243 0.030 -0.005 -0.029
H -0.764068 4.845542 -0.319101 0.012 -0.015 0.024
H -2.090311 6.510874 -1.517150 -0.010 0.018 0.003
H -3.659044 5.818821 -3.294871 -0.023 0.028 -0.025
H -5.409666 4.756558 -4.306678 -0.008 0.013 -0.006
H -5.229398 3.591817 -5.639812 0.002 0.002 0.003
H -3.995088 4.850955 -5.384157 -0.004 0.010 -0.016
H -3.471985 -0.806764 0.905521 -0.035 0.005 -0.013
H -3.616565 -3.087887 1.878207 -0.020 -0.007 0.006
H -2.377278 -4.946730 0.794313 0.004 -0.018 0.004
H -1.020090 -4.519856 -1.204853 0.031 -0.027 -0.033
H 0.459227 -2.631747 -3.888671 0.006 -0.026 0.008
H -0.724148 -3.896515 -3.433908 -0.007 -0.023 -0.025
H 0.708796 -3.572207 -2.408410 0.020 -0.021 -0.010
O 2.033553 2.994903 -1.474006 -0.103 -0.059 0.192
H 1.447825 3.757358 -1.542785 -0.064 0.065 -0.025
H 1.933603 2.512955 -2.301980 0.063 -0.043 -0.124
Cl 0.000417 -0.454381 2.346463 0.067 -0.484 0.408
C -0.103988 -1.500369 6.076402 -0.045 -0.033 0.060
Si 1.347127 -0.418616 5.595579 -0.046 -0.062 -0.028
C 0.885750 1.380801 5.698758 0.011 0.093 0.005
C 2.779635 -0.805812 6.747484 0.037 -0.017 0.020
Ge 1.958531 -0.954050 3.365678 -0.128 0.102 -0.054
Si 1.974589 -3.299860 2.948222 0.034 0.058 -0.033
C 2.574328 -3.680581 1.217228 0.002 -0.022 -0.060
C 0.242744 -3.963542 3.150441 -0.102 -0.033 -0.016
C 3.101566 -4.148397 4.187609 0.046 0.009 0.045
Si 3.952639 0.210151 2.741947 -0.030 -0.052 -0.051
C 4.345309 1.561416 3.961091 -0.062 0.090 0.066
C 5.173068 -1.193728 3.054966 0.058 -0.026 -0.001
C 4.115320 0.827272 0.999211 -0.064 0.023 -0.089
H -0.486443 -1.214571 7.059161 -0.025 -0.005 0.031
H 0.192984 -2.550038 6.119809 -0.007 -0.026 0.030
H -0.916057 -1.407872 5.353894 -0.018 0.016 -0.027
H 0.739825 1.670552 6.742807 -0.032 0.046 0.010
H -0.033329 1.585590 5.147076 -0.031 -0.015 -0.026
H 1.660436 2.013882 5.263454 0.027 0.036 0.014
H 2.470630 -0.653126 7.784171 0.008 0.003 0.043
H 3.636813 -0.160554 6.556241 0.029 0.018 0.013
H 3.110895 -1.841037 6.644755 -0.007 -0.030 0.006
H 1.868962 -3.319372 0.466435 -0.029 0.004 -0.009
H 2.674649 -4.761358 1.088531 0.009 -0.030 -0.026
H 3.543291 -3.224306 1.009110 0.029 -0.003 -0.019
H -0.437122 -3.511526 2.425795 0.026 0.000 0.003
H -0.150294 -3.760635 4.146943 -0.019 -0.014 0.033
H 0.244136 -5.045730 2.994805 -0.032 -0.037 -0.007
H 4.133714 -3.808100 4.097767 0.026 -0.009 -0.012
H 3.085521 -5.227424 4.018123 0.011 -0.046 0.014
H 2.776895 -3.963867 5.213306 -0.026 -0.008 0.031
H 4.304594 1.211797 4.992973 0.019 -0.012 0.034
H 3.648090 2.391068 3.841589 0.024 0.032 -0.022
H 5.357512 1.927883 3.769950 0.024 0.027 -0.006
H 5.054079 -1.593665 4.065656 0.023 0.006 0.025
H 6.201435 -0.837461 2.960823 0.039 0.015 -0.006
H 5.034844 -2.017012 2.351990 0.015 -0.013 -0.019
H 3.368173 1.586014 0.761455 0.033 0.032 0.000
H 4.049358 0.035842 0.253690 0.031 -0.054 -0.026
H 5.096580 1.301852 0.911630 0.026 0.016 -0.058
N 4.811209 -3.047750 -3.972593 0.035 -0.043 -0.067
C 3.913832 -2.110812 -4.518344 -0.013 0.050 0.026
O 3.881938 -1.958069 -5.745640 -0.002 -0.012 0.006
C 3.062354 -1.417128 -3.593131 0.031 -0.048 -0.018
C 2.986451 -1.695205 -2.189986 0.031 0.031 -0.038
C 2.130666 -0.979390 -1.404622 -0.059 -0.027 -0.055
N 1.310795 0.007792 -1.844062 0.539 -0.414 -0.670
C 1.363521 0.255008 -3.191132 0.034 -0.076 0.053
C 2.189312 -0.389703 -4.061044 -0.039 -0.058 0.026
H 5.514022 -3.301491 -4.651961 -0.021 0.015 0.047
H 5.196901 -2.811548 -3.071316 -0.002 0.000 -0.003
H 3.564054 -2.492706 -1.738596 -0.002 -0.004 0.017
H 2.060490 -1.203386 -0.341131 0.010 0.002 0.036
H 0.673391 1.014841 -3.554268 -0.023 0.046 -0.007
H 2.184202 -0.146457 -5.114452 0.003 0.002 -0.027
```
Positions in Å, forces in eV/Å.

## Properties
**Largest force on an atom**: 1.7 eV/A
**LUMO (spin up / spin down)**: 2.13 / 2.13 eV
**Electronic energy**: -192505.38146 eV
**Spin multiplicity**: 2
**Charge**: -1
**Energy above the lowest of the compared OMol25 structures with the same formula, charge and spin**: 12.4 kcal/mol
**M**: 1159.61 g mol⁻¹

Here are the Löwdin charges for atoms 1 to 8, given in e: 1.529 0.619 -0.663 -0.140 -0.112 -0.143 -0.681 0.639

Record 2
This record from OMol25 describes one molecule with the formula C9H8BrN5O2 in a non-equilibrium geometry. The level of theory is ωB97M-V/def2-TZVPD.

XYZ file:
```
25
Properties=species:S:1:pos:R:3:forces:R:3
Br 1.410991 -4.506254 1.462381 0.229 1.294 -0.395
N -1.194611 2.891779 -0.331828 -0.350 -0.487 2.148
N -1.819819 2.091736 1.781751 0.683 1.315 -2.212
N -0.083202 -0.367060 -1.519368 -2.601 2.003 -0.407
O -1.571370 3.234713 0.989235 0.004 -0.468 -1.153
O -2.373498 1.978828 -2.929259 -0.254 -0.927 -0.192
C -1.134650 1.590453 -0.326810 -0.867 -0.156 0.373
C -1.567659 1.106775 0.967564 0.432 -1.220 1.816
C -0.859465 0.722778 -1.491799 2.359 -2.582 -1.329
C 2.653307 -0.469882 0.949497 -1.308 -0.054 -1.107
C 2.561064 -1.796154 1.352937 0.541 -0.169 0.649
C 1.745506 0.015243 -0.014736 1.161 -0.571 1.095
C 0.668392 -2.128503 -0.057303 0.571 -1.384 0.072
C 1.591231 -2.653578 0.865547 -0.832 0.671 -0.512
C 0.763170 -0.820779 -0.530372 0.080 0.580 0.811
N -1.669009 -0.167705 1.504248 0.064 0.027 -1.359
N -1.337876 1.037929 -2.742452 0.245 1.069 1.265
H -2.141975 2.851894 -2.557353 0.712 -0.664 -0.129
H 3.409299 0.181800 1.361777 0.073 -0.055 -0.001
H 3.280318 -2.132382 2.069383 0.244 -0.357 0.342
H 1.865245 1.005201 -0.398248 -0.093 0.513 -0.159
H -0.026491 -2.822074 -0.503757 -0.357 0.125 -0.079
H -1.221683 -0.960666 1.035413 -0.242 0.688 0.478
H -1.774912 -0.186283 2.507546 0.118 -0.159 -0.220
H -1.172303 0.302195 -3.443992 -0.612 0.970 0.207
```
Positions in Å, forces in eV/Å.

## Properties
**Largest force on an atom**: 3.7 eV/A
**LUMO**: -0.38 eV
**SMILES**: Nc1nonc1/C(=N\c1cccc(Br)c1)NO
**Electronic energy**: -91046.19374 eV
**M**: 298.10 g mol⁻¹

Here are the natural (NBO) charges for atoms 1 to 8, given in e: 0.046 -0.055 -0.131 -0.533 -0.169 -0.546 0.002 0.302

Record 3
This record from OMol25 describes one molecule with the formula C3H6N2O2 in a non-equilibrium geometry. The level of theory is ωB97M-V/def2-TZVPD.

XYZ file:
```
13
Properties=species:S:1:pos:R:3:forces:R:3
C -1.425729 -0.489383 0.210529 -1.103 1.497 -0.190
N 0.234101 -2.154863 -0.218511 -0.393 0.366 0.777
N 1.166001 2.077577 -0.233511 0.116 0.596 0.419
C -0.730869 0.637067 -0.451901 -0.334 -0.541 -0.174
C 0.587311 0.834997 -0.381471 0.349 -0.147 1.165
O -0.680649 -1.517753 0.732829 -0.384 -0.576 -0.341
O -2.597499 -0.328823 0.528939 1.759 -1.095 -0.202
H -0.118429 -3.113103 -0.186021 0.131 0.146 -0.165
H 1.093171 -2.169503 0.334919 -0.071 -0.120 -0.221
H 0.526821 2.704737 0.262249 0.426 -0.052 -0.553
H 2.035621 2.013117 0.296729 -0.290 0.187 -0.517
H -1.397419 1.465997 -0.671261 0.093 -0.036 0.175
H 1.307571 0.039937 -0.223521 -0.298 -0.226 -0.173
```
Positions in Å, forces in eV/Å.

## Properties
**Largest force on an atom**: 2.1 eV/A
**LUMO**: 0.63 eV
**SMILES**: N/C=C/C(=O)ON
**Electronic energy**: -10280.98821 eV
**Energy above the lowest of the compared OMol25 structures with the same formula, charge and spin**: 87.8 kcal/mol
**M**: 102.09 g mol⁻¹

Here are the natural (NBO) charges for atoms 1 to 8, given in e: 0.760 -0.505 -0.792 -0.440 0.100 -0.425 -0.563 0.356

What did the second record say?
This record from OMol25 describes one molecule with the formula C9H8BrN5O2 in a non-equilibrium geometry. The level of theory is ωB97M-V/def2-TZVPD.

XYZ file:
```
25
Properties=species:S:1:pos:R:3:forces:R:3
Br 1.410991 -4.506254 1.462381 0.229 1.294 -0.395
N -1.194611 2.891779 -0.331828 -0.350 -0.487 2.148
N -1.819819 2.091736 1.781751 0.683 1.315 -2.212
N -0.083202 -0.367060 -1.519368 -2.601 2.003 -0.407
O -1.571370 3.234713 0.989235 0.004 -0.468 -1.153
O -2.373498 1.978828 -2.929259 -0.254 -0.927 -0.192
C -1.134650 1.590453 -0.326810 -0.867 -0.156 0.373
C -1.567659 1.106775 0.967564 0.432 -1.220 1.816
C -0.859465 0.722778 -1.491799 2.359 -2.582 -1.329
C 2.653307 -0.469882 0.949497 -1.308 -0.054 -1.107
C 2.561064 -1.796154 1.352937 0.541 -0.169 0.649
C 1.745506 0.015243 -0.014736 1.161 -0.571 1.095
C 0.668392 -2.128503 -0.057303 0.571 -1.384 0.072
C 1.591231 -2.653578 0.865547 -0.832 0.671 -0.512
C 0.763170 -0.820779 -0.530372 0.080 0.580 0.811
N -1.669009 -0.167705 1.504248 0.064 0.027 -1.359
N -1.337876 1.037929 -2.742452 0.245 1.069 1.265
H -2.141975 2.851894 -2.557353 0.712 -0.664 -0.129
H 3.409299 0.181800 1.361777 0.073 -0.055 -0.001
H 3.280318 -2.132382 2.069383 0.244 -0.357 0.342
H 1.865245 1.005201 -0.398248 -0.093 0.513 -0.159
H -0.026491 -2.822074 -0.503757 -0.357 0.125 -0.079
H -1.221683 -0.960666 1.035413 -0.242 0.688 0.478
H -1.774912 -0.186283 2.507546 0.118 -0.159 -0.220
H -1.172303 0.302195 -3.443992 -0.612 0.970 0.207
```
Positions in Å, forces in eV/Å.

## Properties
**Largest force on an atom**: 3.7 eV/A
**LUMO**: -0.38 eV
**SMILES**: Nc1nonc1/C(=N\c1cccc(Br)c1)NO
**Electronic energy**: -91046.19374 eV
**M**: 298.10 g mol⁻¹

Here are the natural (NBO) charges for atoms 1 to 8, given in e: 0.046 -0.055 -0.131 -0.533 -0.169 -0.546 0.002 0.302